# 1
The following is a DFT calculation (ωB97M-V/def2-TZVPD) of a cluster of 6 separate species, C39H39Br2Cl3F18O14 in total.

XYZ file:
```
115
C39H39Br2Cl3F18O14, DFT ωB97M-V/def2-TZVPD
C -4.8428 -2.8599 -6.2042
C -3.5087 -2.8771 -5.3830
Cl -2.9925 -1.1117 -5.2353
C -2.3249 -3.6705 -6.1321
Cl -2.1476 -5.3801 -5.4725
C -0.9783 -2.9011 -6.2070
C -0.6835 -2.1744 -7.4455
Cl -1.8265 -2.1451 -8.8450
C 0.5460 -1.3851 -7.6560
C 1.4747 -1.3414 -6.5547
C 1.2558 -2.0627 -5.2717
C 0.0252 -2.8138 -5.1028
C -0.1986 -3.5211 -3.7206
C -1.4621 -2.9592 -2.9346
O -1.4944 -1.7995 -2.6226
C 2.3940 -1.9232 -4.2389
O 2.8413 -2.7945 -3.5285
C 3.0714 -0.5097 -4.1690
C 3.5157 0.1462 -2.8260
C 2.3758 0.1420 -1.7216
C 1.8199 1.5531 -1.3689
F 1.3963 2.2514 -2.4955
Br 0.1907 1.3493 -0.2294
C 2.8395 2.5052 -0.5644
F 3.1237 3.5900 -1.3681
F 2.1813 3.0345 0.5457
Br 4.4352 1.6186 0.1422
C 3.2683 0.1452 -5.3513
O 3.8594 1.4010 -5.4009
C 2.7825 -0.4856 -6.7048
O 3.3632 -0.3187 -7.7465
H -5.5359 -2.1451 -5.6722
H -5.3101 -3.8747 -6.1318
H -4.7400 -2.4708 -7.2456
H -3.6750 -3.2786 -4.3546
H -2.7261 -3.8301 -7.1709
H 0.7465 -0.8553 -8.6149
H -0.2441 -4.6415 -3.8278
H 0.6587 -3.3422 -3.0096
H -2.2678 -3.7140 -2.6665
H 3.8543 1.1999 -2.9745
H 4.3538 -0.4819 -2.4230
H 2.6734 -0.4479 -0.8129
H 1.5081 -0.4345 -2.1603
H 4.5962 1.3713 -6.0380
C 0.8700 3.1681 3.8710
C 1.4759 1.8986 4.4366
O 0.5785 1.2841 5.3820
C -0.3924 0.5287 4.8608
O -0.5589 0.3441 3.6903
C -1.2314 -0.0975 5.9755
F -1.5444 0.7853 6.9426
F -0.5821 -1.1107 6.5796
F -2.3946 -0.6017 5.5300
H 0.5825 3.8485 4.6747
H 1.5791 3.6761 3.2166
H -0.0337 2.9510 3.2987
H 2.3831 2.1347 4.9778
H 1.7472 1.1951 3.6465
C -5.5122 3.1941 -4.7775
C -6.4660 2.6226 -3.7486
O -7.5865 1.9872 -4.3892
C -7.3820 0.7387 -4.8194
O -6.3500 0.1408 -4.7116
C -8.6646 0.1711 -5.4295
F -9.2723 1.0477 -6.2481
F -9.5580 -0.1576 -4.4782
F -8.4391 -0.9361 -6.1501
H -6.0397 3.8673 -5.4566
H -4.7059 3.7441 -4.2902
H -5.0718 2.4042 -5.3884
H -6.8735 3.4274 -3.1362
H -5.9610 1.9278 -3.0750
C -4.4324 -0.8430 8.1440
C -3.8249 -2.1103 8.7087
O -4.7158 -2.7266 9.6547
C -5.6878 -3.4857 9.1365
O -5.8590 -3.6717 7.9663
C -6.5208 -4.1139 10.2553
F -6.8309 -3.2287 11.2197
F -5.8605 -5.1243 10.8519
F -7.6781 -4.6168 9.8083
H -4.7187 -0.1627 8.9491
H -3.7254 -0.3380 7.4892
H -5.3370 -1.0591 7.5729
H -2.9110 -1.8699 9.2528
H -3.5543 -2.8127 7.9181
C 7.6059 -5.6275 -2.2885
C 8.5741 -4.6915 -2.9826
O 8.0630 -3.3479 -2.9955
C 8.2555 -2.6361 -1.8798
O 8.8064 -3.0407 -0.8971
C 7.7075 -1.2193 -2.0573
F 6.4926 -1.2085 -2.6352
F 8.5097 -0.4715 -2.8370
F 7.5848 -0.5682 -0.8925
H 6.6164 -5.5631 -2.7459
H 7.9573 -6.6585 -2.3501
H 7.4892 -5.3643 -1.2360
H 8.6918 -4.9893 -4.0247
H 9.5639 -4.7239 -2.5234
C 1.3974 8.4111 7.7784
C 2.8778 8.2191 7.5195
O 3.2203 6.8228 7.5302
C 2.9877 6.1537 6.3960
O 2.5189 6.6322 5.4038
C 3.4452 4.7014 6.5361
F 3.0643 4.1509 7.7017
F 4.7852 4.5941 6.4840
F 2.9567 3.9142 5.5641
H 1.1040 7.9180 8.7075
H 1.1542 9.4722 7.8496
H 0.7974 7.9716 6.9800
H 3.4553 8.6869 8.3172
H 3.1856 8.6852 6.5817
```

Its highest occupied orbital energy is -9.4 eV. Its multiplicity is 1. As for the calculated total energy: -296306.4723 eV. The value obtained for the gap between HOMO and LUMO is 8.4 eV. Its LUMO energy is -1.04 eV.

***

# 2
The following is a DFT calculation (ωB97M-V/def2-TZVPD) of a structure of composition C53H73I2N9O5PS2Sr.

XYZ file:
```
146
C53H73I2N9O5PS2Sr, DFT ωB97M-V/def2-TZVPD
Sr 0.1919 -0.0948 -1.3360
I 7.7205 -3.2425 -1.3370
C 5.8041 -2.5151 -1.7188
C 5.0553 -3.0524 -2.7500
C 3.7811 -2.5639 -2.9881
I 2.6854 -3.3195 -4.5890
C 3.1865 -1.5486 -2.2020
O 2.0007 -1.1057 -2.4255
C 3.9910 -1.0215 -1.1470
C 3.4874 0.1166 -0.2954
N 2.2348 -0.0888 0.4604
C 2.3490 -1.0030 1.6055
C 2.0213 -2.4445 1.2893
C 2.9815 -3.3554 0.8493
C 2.6063 -4.6570 0.5722
C 1.2827 -5.0248 0.7666
C 0.4039 -4.0625 1.2333
N 0.7509 -2.8035 1.4845
C 5.2733 -1.4938 -0.9380
H 5.4578 -3.8384 -3.3748
H 3.3151 0.9949 -0.9271
H 4.2922 0.3868 0.4028
H 2.0374 0.8342 0.8578
H 1.6275 -0.6635 2.3472
H 3.3473 -0.9337 2.0611
H 4.0064 -3.0417 0.7206
H 3.3373 -5.3710 0.2133
H 0.9353 -6.0301 0.5665
H -0.6386 -4.3106 1.4074
H 5.8622 -1.0659 -0.1342
N -2.7292 0.6524 -1.6320
C -2.9512 2.0400 -1.2156
C -1.6532 2.7984 -0.9535
N -0.7370 2.0677 -0.0816
H -2.2811 0.6135 -2.5481
H -3.6195 0.1877 -1.7718
H -3.5540 2.0187 -0.3017
H -3.5256 2.6192 -1.9514
H -1.9070 3.7931 -0.5648
H -1.1415 2.9502 -1.9042
H -1.0870 1.9731 0.8674
H 0.1526 2.5656 0.0031
S 1.0741 2.1235 2.9958
C 1.9888 3.1881 2.0179
N 2.2320 3.0595 0.7379
C 2.9992 4.1081 0.2560
C 3.4226 4.2472 -1.0671
C 4.1959 5.3404 -1.4154
C 4.5557 6.3022 -0.4685
C 4.1411 6.1784 0.8469
C 3.3652 5.0823 1.2027
S 2.6969 4.6330 2.7418
H 3.1173 3.5128 -1.7997
H 4.5247 5.4509 -2.4420
H 5.1615 7.1499 -0.7641
H 4.4171 6.9215 1.5852
O -2.3823 -0.7205 1.9663
P -3.6654 -0.1033 2.4130
C -4.8290 -0.2905 0.9918
C -5.9837 0.6795 0.7219
C -7.2787 0.3257 1.4432
C -7.6929 -1.1108 1.1376
C -6.5809 -2.0891 1.5048
C -5.2728 -1.7477 0.7948
C -4.2269 -1.0042 3.9136
C -3.0070 -1.2722 4.8475
C -3.1845 -0.6231 6.2138
C -4.4168 -1.1767 6.9337
C -5.6039 -1.3613 5.9680
C -5.4378 -0.5081 4.7124
C -3.4943 1.6859 2.6966
C -2.2287 1.9850 3.5089
C -2.0846 3.4900 3.6922
C -3.2605 4.0834 4.4961
C -4.4410 3.1128 4.5868
C -4.7253 2.4640 3.2344
H -4.0608 -0.0903 0.2342
H -6.1827 0.6391 -0.3570
H -5.6858 1.7089 0.9277
H -8.0676 1.0219 1.1483
H -7.1540 0.4430 2.5241
H -7.9107 -1.1995 0.0667
H -8.6146 -1.3662 1.6659
H -6.8766 -3.1105 1.2509
H -6.4390 -2.0742 2.5894
H -5.4108 -1.9155 -0.2802
H -4.4726 -2.4244 1.1066
H -4.5080 -1.9703 3.4770
H -2.0832 -0.9542 4.3649
H -2.9053 -2.3525 4.9835
H -3.2752 0.4606 6.0983
H -2.2900 -0.7810 6.8192
H -4.6970 -0.5106 7.7532
H -4.1654 -2.1367 7.3917
H -6.5444 -1.1167 6.4664
H -5.6837 -2.4096 5.6625
H -5.3209 0.5372 5.0022
H -6.3434 -0.5603 4.1055
H -3.2916 2.0409 1.6772
H -1.3499 1.5789 3.0089
H -2.2693 1.4917 4.4847
H -2.0331 3.9468 2.6979
H -1.1249 3.7040 4.1618
H -3.5999 5.0130 4.0306
H -2.9351 4.3506 5.5041
H -5.3351 3.6302 4.9440
H -4.2218 2.3391 5.3280
H -4.9749 3.2589 2.5244
H -5.6136 1.8321 3.2915
C 3.0219 0.8906 -5.2467
C 2.6786 2.3740 -5.2192
C 1.1745 2.6607 -4.9880
C 0.9416 4.1794 -4.9567
C -0.5103 4.5638 -4.7110
C 0.4145 2.0627 -6.1536
O 0.5285 2.4816 -7.2893
N -0.4022 1.0039 -5.8702
C -0.7071 0.5252 -4.5912
O -1.5269 -0.3813 -4.4856
N -0.1228 1.0980 -3.5180
C 0.8112 2.0652 -3.6277
O 1.3565 2.5029 -2.6146
H 4.0992 0.7463 -5.3409
H 2.5523 0.3813 -6.0920
H 2.7011 0.3775 -4.3361
H 2.9636 2.8579 -6.1560
H 3.2137 2.8706 -4.4072
H 1.2839 4.5817 -5.9116
H 1.5799 4.5829 -4.1687
H -1.1741 4.1087 -5.4506
H -0.6448 5.6445 -4.7729
H -0.8411 4.2500 -3.7190
H -0.8889 0.5729 -6.6422
N -2.8032 -6.1667 -1.7548
C -2.1684 -4.9532 -1.5739
C -2.6899 -3.9895 -0.7074
C -2.0376 -2.7793 -0.5775
N -0.9268 -2.4729 -1.2529
C -0.4324 -3.3923 -2.0838
C -1.0077 -4.6329 -2.2746
H -3.4322 -6.4613 -1.0280
H -2.2548 -6.9093 -2.1533
H -3.5870 -4.1842 -0.1321
H -2.3872 -2.0282 0.1261
H 0.4707 -3.1171 -2.6177
H -0.5506 -5.3330 -2.9630
```

Its highest occupied orbital energy is -4.5 eV. The calculation puts the energy relative to the best compared isomer or geometry (same formula, charge and spin) at 0.000 eV. Its multiplicity is 1. Its charge is -1. As for the calculated total energy: -127803.5883 eV. The value obtained for the gap between HOMO and LUMO is 6.4 eV. Its LUMO energy is 1.90 eV.

***

# 3
The following is a DFT calculation (ωB97M-V/def2-TZVPD) of a cluster of 2 separate species, CHBrNO2 in total.

XYZ file:
```
6
CHBrNO2, DFT ωB97M-V/def2-TZVPD
C -1.4768 1.2133 -0.5731
N 1.3739 -0.5847 -0.0593
O 2.4260 -0.1208 0.4004
O 1.1272 -1.7965 -0.0889
Br -2.8059 0.1084 0.1548
H -0.6444 1.1803 0.1662
```

Its highest occupied orbital energy is -2.9 eV. The calculation puts the energy relative to the best compared isomer or geometry (same formula, charge and spin) at 6.195 eV. Its multiplicity is 1. Its charge is -1. As for the calculated total energy: -76675.7820 eV. The value obtained for the gap between HOMO and LUMO is 5.3 eV. Its LUMO energy is 2.43 eV.

***

# 4
The following is a DFT calculation (ωB97M-V/def2-TZVPD) of a structure of composition C22H44O2.

XYZ file:
```
68
C22H44O2, DFT ωB97M-V/def2-TZVPD
C -10.4233 -3.1651 -0.4580
C -10.3897 -2.0585 0.4896
C -9.6013 -0.7094 0.0594
C -8.1936 -1.0478 0.0240
C -7.4740 0.1012 -0.4103
C -6.0424 -0.0167 -0.2529
C -5.3362 1.2447 -0.4380
C -3.7576 1.2162 -0.8907
C -3.0816 0.8522 0.4391
C -1.4749 0.6400 0.3662
C -0.8691 2.2120 0.1116
C 0.6079 2.0121 0.0936
C 1.3508 0.8432 -0.9948
C 2.8743 1.2106 -0.9045
C 3.5348 0.5354 0.1663
C 4.9954 0.5595 0.2883
C 5.7923 -0.1529 1.4466
C 7.2400 0.1138 1.4535
C 8.0603 -0.5463 0.2138
H 7.6234 -1.6515 0.4884
C 9.4298 -0.5617 0.2800
C 10.0424 -1.2751 -0.5810
C 11.6474 -1.1449 -0.5249
O 12.2899 -1.9589 0.2181
O 12.1379 -0.0068 -1.4470
H 13.1805 -0.0820 -1.0718
H 9.8853 -2.6037 -0.6559
H 9.9092 -0.8186 -1.7443
H 9.7295 -0.9650 1.4538
H 9.8152 0.4492 0.3577
H 7.6473 -0.1865 -0.7529
H 7.6428 -0.1713 2.2146
H 7.5584 1.2627 1.2605
H 5.3470 0.3869 2.2605
H 5.4719 -1.1162 1.4868
H 5.4018 0.2336 -0.6889
H 5.4143 1.6335 -0.1465
H 3.2215 -0.4621 0.7079
H 3.2323 1.1651 1.1936
H 3.0280 2.2973 -0.9707
H 3.2848 0.5011 -1.6618
H 0.9076 0.0583 -0.4679
H 0.8252 1.2786 -1.8229
H 0.9282 1.3957 1.2112
H 1.0274 2.9820 0.0290
H -0.9191 2.3044 -0.9164
H -1.0783 2.6459 0.8576
H -0.9736 0.1202 1.3373
H -1.2791 0.0715 -0.5337
H -3.5554 -0.0556 0.9501
H -3.2163 1.6378 1.2397
H -3.2979 2.1755 -1.1972
H -3.3544 0.4831 -1.6141
H -5.5827 1.7113 -1.4299
H -5.3227 2.0220 0.3123
H -5.6141 -0.2357 0.8643
H -5.7710 -0.7275 -1.1440
H -7.8168 1.0309 0.5588
H -7.8113 0.7682 -1.1977
H -7.8526 -1.7705 -0.4170
H -7.8539 -1.4745 0.9302
H -10.0516 -0.4751 -0.8055
H -9.9339 0.0052 0.7344
H -10.3128 -2.4477 1.5543
H -11.5671 -1.8813 0.6777
H -9.4190 -3.6121 -0.6133
H -10.8055 -2.9056 -1.4564
H -11.0524 -3.8740 -0.1198
```

Its highest occupied orbital energy is -9.2 eV. The calculation puts the energy relative to the best compared isomer or geometry (same formula, charge and spin) at 19.210 eV. Its multiplicity is 1. As for the calculated total energy: -27605.5755 eV. The value obtained for the gap between HOMO and LUMO is 9.8 eV. Its LUMO energy is 0.65 eV.

***

# 5
The following is a DFT calculation (ωB97M-V/def2-TZVPD) of a cluster of 7 separate species, C45H70BrCl2N2O23P2 in total.

XYZ file:
```
145
C45H70BrCl2N2O23P2, DFT ωB97M-V/def2-TZVPD
C 7.2019 0.6457 0.5414
C 6.9605 0.0336 -0.9537
C 6.0247 1.0185 -1.8092
Br 7.0462 2.0880 -3.1858
C 4.8370 0.2725 -2.5971
C 5.1018 -0.9299 -3.6003
C 6.6023 -1.4838 -3.8286
Cl 7.7888 -0.7616 -5.0038
C 6.9447 -2.6266 -3.0308
C 8.3692 -3.3456 -3.0431
Cl 5.6773 -3.3359 -1.8849
C 3.9442 -1.6358 -4.3926
P 4.4679 -3.0259 -5.5761
O 3.5120 -4.4330 -5.3997
O 4.5620 -2.4959 -7.2032
N 2.5532 -1.1790 -4.1836
P 1.3295 -2.0637 -5.1744
C 0.5982 -3.5166 -4.1522
O 0.0063 -1.0367 -5.5646
C 2.2183 -0.0824 -3.2755
O 0.8793 0.3336 -3.0813
C 0.4050 0.0253 -1.7285
C -0.9002 -0.9040 -1.6654
C -2.1031 0.0052 -1.0342
C -0.7698 -2.1921 -0.7064
C 0.6149 -3.0040 -0.8431
C -0.9915 -1.8843 0.8576
C 3.3217 0.6988 -2.4648
N 2.9275 1.8219 -1.6002
C 3.5080 3.1369 -2.0349
C 3.1356 1.5424 -0.1729
C 2.4656 2.5435 0.9215
O 3.7743 0.5552 0.2955
H 7.5982 -0.2132 1.1989
H 6.2226 1.0967 0.9434
H 8.0056 1.4666 0.5126
H 6.4122 -0.9645 -0.7865
H 8.0109 -0.1160 -1.4015
H 5.6317 1.8147 -1.0720
H 9.1899 -2.5547 -3.0185
H 8.4260 -4.0370 -2.1227
H 8.4731 -4.0213 -3.9584
H 2.9776 -4.6134 -6.2210
H 5.3535 -1.8930 -7.2114
H 1.3316 -3.8395 -3.3395
H 0.4772 -4.4231 -4.8619
H -0.4446 -3.2500 -3.7668
H -0.8051 -1.5404 -5.2923
H 1.2664 -0.3646 -1.0589
H 0.1148 1.0444 -1.2593
H -1.2941 -1.2070 -2.7121
H -1.7206 0.6087 -0.1283
H -2.4931 0.7330 -1.8266
H -2.9561 -0.6521 -0.6158
H -1.6106 -2.9201 -1.0323
H 1.4073 -2.5041 -1.4987
H 0.4063 -4.0343 -1.3080
H 1.1070 -3.1683 0.1868
H -0.4434 -0.9490 1.2350
H -0.6032 -2.8031 1.4396
H -2.1077 -1.7872 1.1379
H 4.1635 2.9266 -2.9639
H 4.2440 3.5138 -1.2297
H 2.7376 3.9177 -2.3495
H 1.6823 1.9496 1.5191
H 3.3365 2.8598 1.6120
H 2.0277 3.4165 0.3329
C 7.3774 -3.5295 -9.2678
C 8.6798 -3.5202 -8.4964
C 9.7841 -4.3002 -9.1459
O 10.6063 -4.6309 -8.0314
C 9.7831 -4.6780 -6.9450
O 10.0999 -5.1002 -5.8701
O 8.5449 -4.1911 -7.2478
H 6.5464 -3.2307 -8.6244
H 7.4266 -2.8477 -10.1200
H 7.1421 -4.5297 -9.6418
H 8.9816 -2.4878 -8.2853
H 10.3409 -3.7149 -9.8792
H 9.4458 -5.2314 -9.6116
C -5.1854 3.9822 1.7933
C -4.4159 2.7422 1.3930
C -4.9575 1.4698 1.9692
O -3.8073 0.6292 1.9668
C -2.7276 1.4526 2.0727
O -1.6043 1.0790 2.2804
O -3.0911 2.7577 1.9246
H -4.5870 4.8803 1.6188
H -6.1153 4.0618 1.2243
H -5.4339 3.9706 2.8603
H -4.3328 2.6905 0.3012
H -5.7550 1.0375 1.3636
H -5.3056 1.5711 3.0022
C -4.5979 3.7589 8.2473
C -5.2452 4.1854 6.9474
C -4.9548 3.2783 5.7882
O -5.1263 4.1536 4.6767
C -4.8396 5.4101 5.1285
O -4.7064 6.3691 4.4239
O -4.7125 5.4246 6.4848
H -4.5746 4.5901 8.9563
H -5.1437 2.9266 8.6974
H -3.5613 3.4464 8.0934
H -6.3222 4.3237 7.0948
H -5.6448 2.4350 5.7284
H -3.9265 2.9028 5.7734
C 0.6857 -4.4850 5.0923
C -0.7843 -4.1357 5.0008
C -1.0597 -2.6718 4.8199
O -2.3747 -2.5500 5.3507
C -2.5082 -3.5376 6.2825
O -3.4197 -3.6221 7.0537
O -1.4586 -4.4071 6.2268
H 0.8188 -5.4781 5.5283
H 1.1504 -4.4685 4.1036
H 1.2233 -3.7832 5.7359
H -1.2631 -4.7383 4.2201
H -1.0335 -2.3624 3.7739
H -0.3937 -2.0268 5.4021
C -6.1866 -4.2049 5.1491
C -6.8356 -3.7879 3.8474
C -6.5403 -4.6963 2.6913
O -6.7158 -3.8256 1.5775
C -6.4360 -2.5681 2.0244
O -6.3061 -1.6091 1.3181
O -6.3093 -2.5477 3.3811
H -6.1684 -3.3714 5.8551
H -6.7267 -5.0392 5.6026
H -5.1482 -4.5111 4.9968
H -7.9136 -3.6556 3.9935
H -7.2254 -5.5434 2.6337
H -5.5098 -5.0659 2.6781
C -6.1212 8.7095 2.7800
C -7.2714 8.5595 1.8077
C -7.6235 9.8175 1.0699
O -8.9900 9.5949 0.7384
C -9.4898 8.7644 1.6990
O -10.6505 8.5097 1.8384
O -8.4907 8.2729 2.4877
H -6.1132 7.8853 3.4971
H -5.1655 8.7257 2.2511
H -6.2071 9.6321 3.3612
H -7.0732 7.7283 1.1210
H -7.0243 9.9612 0.1692
H -7.5631 10.7183 1.6891
```

Its highest occupied orbital energy is -10.9 eV. Its multiplicity is 1. Its charge is +1. As for the calculated total energy: -211525.4758 eV. The value obtained for the gap between HOMO and LUMO is 6.6 eV. Its LUMO energy is -4.38 eV.

***

# 6
The following is a DFT calculation (ωB97M-V/def2-TZVPD) of a cluster of 2 separate species, C7H12 in total.

XYZ file:
```
19
C7H12, DFT ωB97M-V/def2-TZVPD
C -3.0196 0.3457 0.2217
C -2.4080 -0.5944 -0.7378
C 0.1333 -0.0742 -0.8816
C 1.3400 0.0059 -0.0316
C 2.7085 -0.5456 -0.0663
C 2.4669 0.9445 0.1348
C 0.0689 -0.2923 0.6466
H -4.0702 0.0170 0.0624
H -2.9848 1.3945 -0.0899
H -2.8218 0.2566 1.2992
H -2.2352 -1.5418 -0.1841
H 0.0309 -0.9327 -1.5398
H -0.2563 0.8529 -1.2962
H 3.1077 -0.8670 -1.0252
H 3.0601 -1.1196 0.7874
H 2.7078 1.6100 -0.6905
H 2.6570 1.3584 1.1222
H -0.3890 0.4858 1.2545
H -0.0963 -1.3037 1.0144
```

Its highest occupied orbital energy is -8.3 eV. The calculation puts the energy relative to the best compared isomer or geometry (same formula, charge and spin) at 5.994 eV. Its multiplicity is 1. As for the calculated total energy: -7447.4371 eV. The value obtained for the gap between HOMO and LUMO is 8.8 eV. Its LUMO energy is 0.49 eV.